ORCA calculation (ωB97M-V/def2-TZVPD) on a cluster of 3 separate species, C30H44F18NO9S2 in total in a non-equilibrium geometry.

* maximum force: 0.041 hartree/bohr
* total energy: -4495.0564 hartree
* LUMO energy: -4.64 eV
* E_HOMO: -10.399 eV
* frontier orbital gap: 5.76 eV
* charge: +1

Structure (XYZ):
```
104
C30H44F18NO9S2 ωB97M-V/def2-TZVPD
F -7.2859 -2.5774 4.1746
H 5.6751 -7.8700 -2.5885
C 4.1454 0.9462 0.7388
O -4.0675 6.4246 -4.4698
H -6.0449 2.9739 -5.0831
H -5.6960 4.4209 -4.0987
F 4.7905 0.3956 -0.2847
F -8.3953 -1.5213 2.1827
F -6.1565 0.5513 3.0295
F -5.1236 -2.5486 5.3549
C -5.3222 3.4419 -4.4061
C 0.5032 1.0509 1.5267
H 6.7796 -3.6927 -2.3826
H 4.3399 -3.0000 3.2120
C 0.0125 -0.2256 1.1985
C 2.7179 0.4249 0.8695
F -6.5173 -0.7854 1.2695
C 6.3660 -4.2228 -3.2407
S -2.3290 5.9914 0.3691
F -5.8111 -2.7002 2.6279
F 5.4063 2.8223 0.0599
C 0.9322 -1.1707 0.7322
H -5.2154 2.8127 -3.5232
H 3.7485 -1.6491 -0.8037
H -1.3920 1.9676 1.9621
C -3.9078 -0.8920 4.2356
H -4.9799 4.7918 -6.3881
N 1.8070 1.3094 1.3415
F 4.7944 0.6643 1.8886
C 3.2310 -1.9764 0.0915
H 5.2205 -5.7398 -4.7390
C -3.3074 5.8021 -5.4900
H 3.3089 -1.6182 2.9517
H 1.0286 3.8131 1.5338
C 0.4091 -2.5424 0.4525
H -2.6699 6.7058 -2.9679
C 4.2442 -2.4507 1.1548
H 8.1139 -8.1963 -2.2155
O 5.4601 -5.1956 -2.7492
C 8.0099 -7.2075 -2.6738
C -1.8145 -0.8063 2.8165
F -3.9013 0.4565 4.2461
C -3.9812 4.5521 -6.0120
C 4.2322 2.4948 0.5458
C 4.7074 -3.8451 0.6963
O 0.1589 -2.7907 -0.8334
O -3.6558 6.4970 0.3399
C -5.3314 -1.4406 4.6217
H -0.8002 4.4332 3.3200
F -3.1453 -2.7195 3.0061
C 5.8343 -7.4492 -3.5861
F -8.0532 0.6740 1.8999
C -0.0305 3.5529 1.5021
H -1.7260 -1.4265 0.7325
C -2.2251 4.8373 1.7200
H -3.2150 6.5193 -6.3116
H 4.0094 -6.3455 -3.5986
H 5.1195 -1.8093 1.1832
C -6.3488 -1.8780 3.5202
H 7.5885 -6.5129 -1.9427
F 4.0444 3.1173 1.7071
H -0.2176 5.5694 2.1657
H 3.8911 -4.5456 0.8549
H -1.1386 -1.5448 3.2351
F -8.0841 -0.1826 3.9374
C 5.0773 -6.1483 -3.7348
H -2.8808 5.1387 2.5263
C -0.3339 2.1653 2.0783
F 3.2918 2.8972 -0.3134
C -3.5893 6.1462 -3.1642
O 7.2170 -7.2834 -3.8452
C 3.6014 -2.5801 2.5331
F -5.9039 -0.5363 5.4271
H -1.7201 0.1364 3.3421
C -3.2337 -1.3700 2.9354
H 5.4482 -8.1635 -4.3193
H -2.0261 0.2595 0.9736
O -1.8733 5.3079 -0.8068
H -0.3288 3.5593 0.4536
H -3.3929 4.1545 -6.8449
C -0.7937 4.6531 2.2556
O -4.0507 3.5351 -5.0226
H -0.1534 2.1946 3.1568
F -3.0695 -1.2768 5.2264
H 5.8482 -3.5026 -3.8841
H 2.6637 -2.8530 -0.1998
H 4.9346 -3.8029 -0.3679
C 2.3055 -0.8792 0.5628
H -2.5400 3.9000 1.2757
H -2.3001 5.5659 -5.1316
H 2.0922 2.2485 1.5931
H -0.4401 6.9074 0.4509
H 5.5980 -4.1671 1.2240
H 8.9972 -6.8555 -2.9672
H 7.1863 -4.6791 -3.7975
H 2.7662 -3.2749 2.4964
S -7.2838 -0.4859 2.6189
O -1.3436 7.1962 0.6439
H -3.4015 5.0812 -3.0189
O 0.2049 -3.2952 1.3325
C -1.4374 -0.5780 1.3424
H -4.3508 6.4654 -2.4551
H 0.4445 -3.6884 -1.0574
F -3.9701 -1.0272 1.8618
```

=====

ORCA calculation (ωB97M-V/def2-TZVPD) on the ion C9H13ClP with charge +1 in a non-equilibrium geometry.

* maximum force: 0.089 hartree/bohr
* total energy: -1151.8138 hartree
* LUMO energy (alpha / beta): -3.93 / -4.92 eV
* E_HOMO (alpha / beta): -11.957 / -11.776 eV
* frontier orbital gap (alpha / beta): 8.03 / 6.85 eV
* charge: +1

Structure (XYZ):
```
24
C9H13ClP ωB97M-V/def2-TZVPD
H 0.3955 2.4358 1.5471
H -3.6346 -2.7229 -0.3723
H 3.5018 -0.7304 0.7404
C 2.9052 -0.2192 -0.0263
H 0.5348 -2.4631 0.3171
C -0.3048 -1.7946 0.1260
C -2.9176 0.4468 0.0797
C -1.5853 -2.4948 -0.1123
Cl -3.2158 1.9925 0.0740
P 1.2663 0.5870 0.1099
H 3.4854 0.7802 -0.2773
C 1.3050 1.8092 1.4160
H 2.2477 2.3641 1.4223
H -1.4011 -3.5216 -0.3436
C 1.1328 1.6448 -1.4451
C -0.0721 -0.4570 0.2017
H -4.4829 -0.9703 0.4015
H 1.9880 2.3950 -1.5064
H 0.9382 1.2546 -2.4657
C -3.4112 -0.8113 0.1403
H 1.3465 1.1320 2.2663
H 0.2088 2.2825 -1.2423
H 2.6206 -0.8941 -0.8599
C -2.8509 -2.0453 -0.1912
```

=====

ORCA calculation (ωB97M-V/def2-TZVPD) on a structure of composition C22H35BeBrCaCl3F9ILiN2O5P2S in a non-equilibrium geometry.

* maximum force: 0.171 hartree/bohr
* total energy: -8276.2586 hartree
* LUMO energy: -3.64 eV
* E_HOMO: -7.436 eV
* frontier orbital gap: 3.80 eV

Structure (XYZ):
```
84
C22H35BeBrCaCl3F9ILiN2O5P2S ωB97M-V/def2-TZVPD
C 4.3442 0.2608 -0.4027
F 8.7062 -2.4179 -4.1345
H -0.9901 1.7444 3.0054
C -2.4729 0.8095 -2.0192
Cl 2.9785 2.0797 0.3345
F 7.6918 -2.5630 -6.8256
H -3.3375 -4.9927 -4.4023
H -7.2575 2.8034 6.4267
H 5.3870 -1.2407 -1.6862
Cl -0.6271 -2.0848 0.5013
C 1.3377 2.6945 -1.0434
H 5.0120 1.0770 -0.0481
F 8.2341 -0.9441 -5.7367
H -2.9924 3.3400 2.9915
N -0.6869 2.4319 0.1070
H -5.5851 3.5596 4.6239
Br 4.2967 0.9835 2.2307
Ca 0.1672 6.5029 0.4822
H -3.7071 -3.4852 -7.0522
C 0.2597 1.6984 -0.5835
O -2.6498 1.0829 6.9535
H -3.2560 0.6147 -2.8213
P -3.4197 0.9475 5.5084
C 2.3299 -2.6628 -1.0551
H 1.8043 -3.6319 -0.8378
C -0.7176 -0.3908 6.7404
O -4.0606 2.4761 5.4355
O -1.7187 -4.2586 -5.4376
F 7.0097 -1.2740 -2.7093
H -2.1271 0.3925 3.0363
I 4.0141 3.3540 -2.4279
C -4.0007 -3.7282 -6.0300
C -0.9918 -0.4759 -0.2532
C -3.0532 -4.7526 -5.4330
O -2.0524 1.5726 4.7439
H -2.8232 1.5937 -1.3018
H -3.0694 -5.6725 -6.0166
C -2.2450 -0.5376 -1.2320
H -5.0272 -4.1014 -6.0377
C -5.4592 2.6626 5.2379
C 3.6306 -0.0392 -2.8171
H 3.2528 -2.9390 -1.6185
F 2.5838 -2.0540 0.1819
H -2.6804 -0.9201 7.4864
C 1.3723 -1.7991 -1.9900
O -4.6750 0.2392 5.9607
H -0.1664 -1.1878 7.2425
N 1.2515 4.0217 -0.7765
Cl -2.2249 -1.9777 -2.3608
H -3.1284 -0.6714 -0.5423
C 1.3413 -0.2989 -1.6297
H -1.3543 0.1669 0.5972
H -1.7023 -3.4502 -4.9138
C 0.2222 0.2612 -0.8418
C 2.4262 0.5932 -2.0567
H 1.7465 -1.9768 -3.0346
P 8.9152 -2.4282 -5.7480
C 4.5724 -0.4302 -1.6388
F 8.6364 -4.0004 -5.4074
C 2.4095 2.0549 -1.7641
H -4.0382 1.9420 2.7724
C -1.9961 1.4444 3.3117
F 9.8809 -2.9722 -6.9459
H 3.3802 -0.9371 -3.4241
Be 2.5495 5.3625 -1.3430
H 3.4614 0.0506 0.2416
H -5.8845 1.8322 4.6704
H 4.1041 0.7133 -3.4942
H -3.9699 -2.7948 -5.4573
C -6.1747 2.8538 6.5626
H -5.8798 2.1068 7.3000
F 1.0818 3.0329 1.6844
H -1.5717 1.1736 -2.5638
C -1.9969 -0.0641 7.4908
H -1.7600 0.1619 8.5316
H 0.3765 -2.2975 -1.9477
H -2.8380 2.3380 1.5337
F 10.3300 -1.6681 -5.4578
H -0.9357 -0.7181 5.7198
Li -4.5223 -0.8868 -2.7194
H -0.0783 0.4898 6.6661
C -3.0227 2.3177 2.6092
S -0.2421 4.0583 0.1104
H -5.9268 3.8288 6.9887
```